Molecular formula: C3H9IN3
Method: DFT, ωB97M-V/def2-TZVPD

Values from the calculation:
- relative energy (zero: lowest compared OMol25 entry of this formula, charge and spin) (kJ/mol) = 167.3
- energy (a.u.) = -581.2018
- net charge = +1
- spin multiplicity = 3

Last column: Löwdin spin population.
Geometry (Å):
C1 2.292 -0.740 0.288  0.022
H1 -2.853 0.113 0.982  0.001
H2 0.751 -0.238 1.656  0.022
N1 0.924 -0.072 0.675  0.082
H3 0.678 -0.895 -2.210  0.023
I1 -1.314 0.176 -3.218  0.357
H4 2.337 -0.645 -0.779  0.001
H5 -1.638 0.692 -0.988  0.018
N2 0.412 0.050 -2.232  0.887
H6 -1.359 0.480 1.962  0.002
H7 -2.476 1.708 1.401  0.001
C2 -2.042 0.724 1.203  0.023
H8 2.421 -1.919 0.495  0.000
H9 3.082 -0.347 0.930  0.000
N3 -1.223 0.659 -0.014  0.050
C3 0.008 0.253 -0.151  0.513


Molecular formula: C36H40O3P2PdS
Method: DFT, ωB97M-V/def2-TZVPD

Values from the calculation:
- relative energy (zero: lowest compared OMol25 entry of this formula, charge and spin) (kJ/mol) = 50.5
- energy (a.u.) = -2829.4599
- net charge = +2
- spin multiplicity = 5

Last column: Löwdin spin population.
Geometry (Å):
H1 1.525 -0.889 -4.377  0.006
C1 -2.482 -2.057 -1.745  0.042
H2 -6.093 1.376 -2.652  0.000
H3 -2.614 -0.892 -5.541  0.011
C2 -2.759 -3.020 -2.729  0.019
C3 -1.767 0.845 -6.372  0.350
C4 -2.884 -2.273 -0.410  0.019
H4 3.310 3.858 -4.972  0.000
H5 0.838 -0.641 1.407  0.041
C5 -4.573 2.914 -2.498  0.026
H6 4.697 0.433 -2.537  0.000
H7 2.377 -0.233 0.522  0.032
H8 2.843 4.656 -0.760  0.000
O1 -1.512 0.076 0.978  0.123
H9 0.221 -0.668 -8.525  0.002
H10 -3.939 -3.573 0.943  0.000
H11 -0.949 -1.440 -4.375  0.012
H12 6.620 -0.988 -1.809  0.000
H13 -2.262 1.740 3.580  0.000
H14 2.046 2.299 -0.412  0.002
C6 2.375 2.653 -1.392  0.009
H15 2.026 1.591 -6.140  0.001
H16 -0.926 2.797 3.083  0.001
H17 -4.453 -0.513 -2.554  0.001
O2 -0.874 2.342 0.418  0.096
Pd1 0.018 0.218 -0.798  1.144
H18 0.732 2.070 -8.446  0.002
H19 -5.287 3.736 -2.507  0.001
C7 -3.502 -4.152 -2.387  0.002
C8 -3.917 -4.362 -1.069  0.018
H20 -1.227 2.318 -2.186  0.004
C9 -2.292 2.118 -2.325  0.028
H21 1.327 1.096 1.227  0.040
C10 -3.605 -3.419 -0.082  -0.002
C11 2.359 1.751 -2.466  0.016
H22 1.949 -2.642 -1.262  0.002
C12 -1.135 1.476 -7.585  0.049
H23 -1.733 2.358 -7.873  0.003
H24 -1.171 0.763 -8.420  0.007
C13 1.363 0.087 0.797  0.598
C14 -4.123 0.529 -2.517  0.024
C15 1.217 1.061 -6.623  0.015
S1 -1.816 1.542 1.249  0.007
H25 -2.619 -1.547 0.353  0.001
P1 -1.559 -0.568 -2.164  0.277
C16 3.065 3.515 -3.962  0.001
H26 -2.380 -2.865 -3.736  0.000
C17 0.321 -1.128 -7.528  0.007
C18 -3.204 3.167 -2.397  -0.003
C19 3.201 -0.983 -1.863  0.027
C20 1.218 -0.274 -6.672  0.009
C21 -2.752 0.790 -2.378  0.044
C22 2.972 -2.276 -1.354  0.011
H27 -2.836 4.194 -2.360  -0.001
C23 -1.360 1.802 2.971  0.005
C24 5.594 -1.345 -1.670  0.001
C25 2.775 3.971 -1.602  0.001
C26 -1.860 -0.477 -6.213  0.357
C27 -0.467 -0.931 -3.540  0.080
H28 -1.022 -2.419 -6.427  0.007
H29 -4.494 -5.250 -0.816  0.001
C28 -5.026 1.593 -2.571  0.001
H30 3.864 -4.049 -0.509  0.000
H31 2.774 1.432 -4.546  0.001
C29 0.867 -0.632 -3.546  0.065
H32 -2.241 1.535 -5.679  0.012
C30 2.742 2.172 -3.749  0.008
C31 4.053 -3.064 -0.946  -0.001
P2 1.762 0.068 -2.181  0.166
H33 6.206 -3.207 -0.752  0.000
H34 0.851 -2.090 -7.662  0.001
C32 5.363 -2.597 -1.087  0.009
C33 0.322 1.942 -7.429  0.043
C34 4.525 -0.541 -2.072  0.012
H35 -1.676 -1.771 -7.920  0.030
H36 2.030 -0.840 -6.208  0.000
C35 3.103 4.409 -2.888  0.003
H37 -0.655 1.026 3.262  0.001
H38 -3.764 -4.864 -3.170  0.000
O3 -3.221 1.869 1.123  0.017
H39 0.334 2.942 -6.973  0.002
H40 3.406 5.445 -3.053  0.000
C36 -1.096 -1.491 -7.020  0.053


Molecular formula: C6H31N2O10
Method: DFT, ωB97M-V/def2-TZVPD

Values from the calculation:
- relative energy (zero: lowest compared OMol25 entry of this formula, charge and spin) (kJ/mol) = 0.0
- energy (a.u.) = -1108.4641
- net charge = +2
- spin multiplicity = 2

Last column: Löwdin spin population.
Geometry (Å):
H1 -2.067 -2.235 -0.093  0.000
H2 4.316 -1.724 0.467  0.001
H3 -2.597 3.297 -0.589  0.000
C1 1.286 2.066 0.292  0.198
H4 -0.304 1.698 -2.554  0.000
H5 -3.334 -2.808 0.337  0.000
H6 0.231 0.504 -3.404  0.000
H7 2.064 -2.472 0.949  0.001
H8 4.229 0.005 -1.746  0.017
H9 -2.942 0.864 -2.863  0.000
H10 -1.346 0.677 1.621  0.001
H11 2.693 -0.674 -1.952  0.002
C2 2.192 -2.237 -0.140  0.005
O1 -0.652 -3.663 0.166  0.000
H12 1.231 1.202 -1.654  -0.001
C3 3.158 1.107 1.003  0.314
H13 0.352 0.907 3.393  0.000
H14 2.074 2.469 2.210  -0.001
O2 -0.965 1.243 0.932  0.034
H15 0.617 -1.239 2.613  0.000
H16 -0.064 -3.837 0.909  0.000
H17 -4.109 0.538 -0.225  0.000
O3 -4.322 1.270 0.361  0.000
H18 3.887 0.854 1.757  0.008
O4 0.478 1.369 -3.030  0.000
O5 0.145 1.862 3.334  0.002
H19 -5.250 1.481 0.196  0.000
C4 3.424 -0.389 -1.151  0.042
O6 -1.564 -1.123 -2.565  0.000
N1 2.183 2.010 1.306  0.064
H20 1.291 -1.483 4.036  0.000
H21 -0.811 1.725 3.422  0.000
H22 -2.415 -1.553 -2.362  0.000
H23 -4.007 1.907 -2.855  0.000
H24 -3.355 2.685 0.579  0.000
O7 1.125 -0.851 3.329  0.002
H25 1.427 -1.490 -0.308  0.001
H26 0.407 2.686 0.499  0.002
H27 4.229 -2.451 -0.982  0.005
H28 1.914 -3.102 -0.739  0.000
O8 -2.921 -2.494 -0.484  0.000
N2 1.592 1.146 -0.621  0.012
O9 -2.520 3.185 0.368  0.001
C5 3.604 -1.712 -0.369  0.028
H29 -1.724 1.905 0.769  0.000
C6 2.778 0.573 -0.255  0.262
O10 -3.262 1.601 -2.319  0.000
H30 -1.234 -0.816 -1.715  0.000
H31 -1.165 -4.485 0.127  0.000